No. 1
6
Properties=species:S:1:pos:R:3:forces:R:3 method="wB97M-V/def2-TZVPD" homo_lumo_gap_ev=4.949 de_lowest_kj_mol=66.4 homo_energy_ev=0.8 e_tot_ha=-1308.8231 charge=-2 e_lumo_ev=5.75 smiles="S=c1c([S-])c1[S-]"
S 2.284 1.188 0.014 0.509 0.144 -0.146
C 0.833 0.365 -0.072 -3.991 0.748 0.324
C -0.753 0.427 -0.098 5.857 -1.262 0.875
S -2.150 1.277 0.022 -0.903 0.485 -0.215
C 0.046 -0.753 0.044 -1.711 1.433 -1.163
S -0.187 -2.406 0.006 0.238 -1.548 0.325

***

No. 2
160
Properties=species:S:1:pos:R:3:forces:R:3 method="wB97M-V/def2-TZVPD" homo_lumo_gap_ev=9.374 de_lowest_kj_mol=2573.4 homo_energy_ev=-15.5 e_tot_ha=-3081.0258 charge=+3 e_lumo_ev=-6.09
C -3.920 3.092 0.326 -0.804 -0.516 0.839
C -3.514 1.682 -0.092 -3.034 0.160 1.402
N -4.243 0.528 0.764 0.112 0.591 -2.678
C -3.723 -0.747 0.110 -1.925 0.767 1.688
C -3.780 0.626 2.204 -1.989 -0.205 0.374
C -4.158 -0.642 3.069 0.417 0.295 -0.236
C -5.840 0.601 0.569 0.825 -0.008 -0.719
C -6.303 0.374 -0.883 0.334 -0.172 -0.155
O -6.057 1.485 -1.713 1.569 0.242 1.658
C -5.942 1.200 -3.063 -1.921 -0.118 -2.546
H -3.161 3.795 -0.015 -1.335 -0.116 -0.189
H -4.011 3.127 1.412 0.730 0.353 0.248
H -4.929 3.420 0.077 0.119 -0.314 -0.940
H -2.442 1.504 -0.017 -3.683 -1.063 2.669
H -3.706 1.509 -1.151 -0.833 0.418 0.873
H -4.348 -1.566 0.468 0.025 0.722 0.930
H -2.666 -0.909 0.318 -3.198 0.707 0.777
H -3.654 -0.810 -0.976 -2.365 1.370 1.403
H -4.300 1.515 2.559 0.006 -0.148 0.340
H -2.716 0.862 2.188 -0.908 -0.171 -0.216
H -5.068 -1.164 2.775 0.155 0.064 -0.692
H -4.408 -0.495 4.120 0.386 0.946 0.038
H -3.325 -1.345 3.079 -0.211 -0.120 -0.218
H -6.198 1.578 0.895 0.309 -0.095 0.325
H -6.276 -0.213 1.148 0.223 0.192 0.288
H -7.362 0.124 -0.946 -0.362 0.190 0.662
H -5.851 -0.553 -1.235 0.447 0.023 -0.420
H -6.964 1.095 -3.428 -0.324 -0.611 -0.240
H -5.376 0.339 -3.419 0.057 -0.045 0.857
H -5.648 2.027 -3.710 0.639 0.530 0.895
C -0.125 4.147 -3.332 0.046 -0.426 0.533
C 0.744 3.584 -2.181 -0.071 -0.920 -1.303
N 0.131 2.296 -1.535 -0.611 2.257 -0.452
C 1.142 1.932 -0.474 -3.284 0.493 -3.204
C -1.188 2.685 -0.927 0.948 1.055 2.129
C -0.986 3.575 0.348 0.007 0.193 -0.670
C -0.296 1.127 -2.525 3.564 2.190 -0.094
C 0.876 0.591 -3.479 -0.644 1.568 0.906
O 1.874 0.002 -2.675 2.054 1.122 0.050
C 2.889 -0.658 -3.407 -0.112 -1.021 -1.510
H 0.145 5.080 -3.827 1.020 -0.183 0.247
H -1.104 4.446 -2.956 -0.187 -0.530 0.042
H -0.199 3.367 -4.090 -0.367 0.227 -0.090
H 1.021 4.321 -1.428 -0.553 -0.228 0.267
H 1.687 3.126 -2.479 0.224 0.566 -0.776
H 2.064 1.586 -0.940 -2.590 0.090 -1.761
H 0.579 1.158 0.048 1.391 1.888 -0.802
H 1.548 2.764 0.101 -2.193 0.464 0.009
H -1.693 1.828 -0.481 3.736 1.630 -2.559
H -1.925 3.056 -1.640 0.658 0.229 -0.311
H -1.947 3.927 0.722 0.936 -0.001 0.066
H -0.397 4.475 0.169 0.177 -0.110 0.088
H -0.581 2.948 1.143 0.165 0.674 -0.231
H -1.160 1.435 -3.114 1.975 2.357 0.677
H -0.673 0.274 -1.961 1.517 2.900 0.044
H 1.321 1.414 -4.039 -0.104 -0.063 -0.408
H 0.407 -0.171 -4.101 0.575 0.406 -0.450
H 3.680 -1.112 -2.810 0.024 0.754 0.590
H 3.283 -0.098 -4.255 0.385 0.828 0.419
H 2.520 -1.525 -3.955 -0.425 0.725 0.866
C 2.470 1.263 3.688 -0.502 0.391 0.164
C 1.687 0.063 3.146 0.059 -0.348 2.313
N 0.727 -0.591 4.240 0.161 1.226 0.281
C 1.602 -1.280 5.333 -0.441 1.021 -0.893
C -0.222 0.470 4.963 -0.057 0.501 -1.924
C -1.066 1.421 4.015 0.211 -1.267 0.281
C -0.174 -1.667 3.625 1.129 0.202 -1.042
C 0.601 -2.671 2.646 -0.644 0.683 6.278
O 1.205 -3.585 3.534 1.013 -1.367 0.760
C 1.948 -4.591 2.815 -0.745 0.232 -0.085
H 1.819 2.080 4.000 -0.012 0.193 -0.236
H 3.112 1.606 2.877 -0.437 -0.043 0.886
H 3.153 1.121 4.525 -0.186 -0.667 0.125
H 2.452 -0.669 2.886 -0.649 -0.250 0.345
H 1.111 0.278 2.246 0.433 0.194 1.669
H 2.016 -0.570 6.049 -0.173 0.355 -0.310
H 2.418 -1.712 4.754 -0.287 -0.601 0.539
H 0.950 -1.950 5.893 0.361 -0.288 -0.362
H 0.394 1.204 5.484 0.216 -0.832 0.613
H -0.863 -0.163 5.576 0.201 0.345 0.277
H -0.418 2.151 3.530 -0.113 -0.067 0.093
H -1.850 1.952 4.555 0.377 0.029 0.612
H -1.642 0.895 3.253 0.783 -0.061 0.577
H -0.967 -1.197 3.042 0.809 0.037 0.894
H -0.675 -2.133 4.474 0.396 -0.573 -0.155
H 1.371 -2.217 2.021 -0.443 -0.149 1.384
H -0.149 -3.200 2.058 0.507 1.435 4.251
H 1.256 -5.103 2.147 0.329 -0.083 -0.284
H 2.328 -5.447 3.373 0.152 0.762 0.874
H 2.733 -4.043 2.294 0.192 -0.712 -0.138
C 5.042 1.478 -1.905 -0.345 0.548 -0.331
C 5.235 0.701 -0.614 0.066 2.380 -0.020
N 4.693 1.529 0.663 0.370 -3.245 0.900
C 5.274 0.631 1.803 -0.014 0.122 0.553
C 5.236 2.936 0.817 -0.702 0.323 -0.743
C 5.039 3.552 2.226 0.025 -0.213 -0.713
C 3.125 1.591 0.648 2.889 -0.908 0.317
C 2.410 0.190 0.351 1.779 0.150 1.012
O 3.005 -0.922 0.983 1.922 2.288 0.917
C 2.667 -2.112 0.449 0.531 -2.457 -1.813
H 5.560 0.983 -2.727 -0.085 -0.174 0.080
H 5.424 2.499 -1.906 0.502 -0.095 0.416
H 4.011 1.646 -2.215 -0.290 -0.579 0.064
H 6.309 0.646 -0.433 -0.075 -0.203 0.203
H 4.806 -0.300 -0.647 -0.197 0.308 0.440
H 4.689 0.739 2.716 0.139 -0.027 -0.335
H 6.308 0.856 2.063 -0.041 0.898 -0.397
H 5.365 -0.429 1.565 -0.790 0.248 -0.510
H 4.662 3.501 0.083 -0.319 0.265 0.201
H 6.211 2.990 0.333 0.468 -0.375 0.852
H 5.525 3.019 3.042 0.106 0.029 -0.208
H 3.975 3.642 2.449 -0.041 -0.139 0.032
H 5.388 4.585 2.219 0.267 -0.126 -0.109
H 2.901 2.241 -0.198 2.463 -0.280 1.064
H 2.775 2.163 1.507 0.306 -0.379 -0.351
H 2.432 0.189 -0.739 0.314 -1.574 0.149
H 1.375 0.123 0.688 2.573 0.964 -0.657
H 3.215 -2.934 0.910 0.092 0.346 0.428
H 3.039 -2.173 -0.574 -0.397 0.008 -0.603
H 1.604 -2.335 0.541 1.523 -0.092 -1.124
C -3.246 -2.813 -1.137 0.449 -2.352 -0.133
C -1.965 -1.967 -1.078 0.205 -3.434 -2.883
N -0.705 -2.546 -1.733 0.165 -2.388 0.897
C 0.369 -1.481 -1.715 -0.477 -1.286 -0.479
C -0.130 -3.688 -0.871 -0.920 -0.370 -0.016
C -0.091 -3.396 0.661 -0.335 -1.189 -6.110
C -1.003 -3.007 -3.221 -0.175 1.842 0.404
C 0.112 -3.642 -3.992 0.085 0.129 0.799
O 1.058 -2.640 -4.355 -1.235 -0.341 -0.708
C 2.188 -3.264 -4.934 0.179 -1.144 0.648
H -3.562 -3.101 -2.140 0.375 0.281 -0.196
H -4.082 -2.241 -0.736 0.663 -1.964 -1.097
H -3.185 -3.760 -0.600 0.056 -0.088 0.293
H -1.668 -1.598 -0.096 0.048 -2.369 -1.664
H -2.224 -1.182 -1.789 1.238 -2.465 1.391
H 0.100 -0.734 -2.462 0.436 -2.662 0.752
H 1.331 -1.970 -1.870 -0.548 0.040 -0.385
H 0.384 -0.979 -0.747 0.451 -1.103 -1.559
H 0.868 -3.878 -1.266 -0.045 -0.070 0.120
H -0.731 -4.589 -0.995 -0.072 0.057 -0.501
H -1.064 -3.529 1.135 -0.512 -0.465 -0.820
H 0.227 -2.369 0.840 -1.422 -2.815 -1.637
H 0.649 -4.045 1.128 -0.536 -0.307 -1.419
H -1.204 -2.032 -3.666 0.000 -0.354 -0.248
H -1.942 -3.542 -3.364 0.243 -0.333 0.924
H -0.335 -4.181 -4.828 0.065 0.320 -0.454
H 0.566 -4.434 -3.397 0.465 -0.113 0.103
H 2.988 -2.577 -5.208 -0.443 0.048 -0.259
H 1.925 -3.915 -5.768 0.005 0.129 -0.111
H 2.533 -3.863 -4.092 0.850 -0.588 -0.363
B -0.719 -0.116 0.855 -0.763 0.188 1.679
F -1.663 -0.764 1.595 -0.972 -0.069 0.945
F 0.330 -0.980 0.998 0.276 1.850 0.326
F -1.131 0.040 -0.419 4.974 1.145 5.772
F -0.368 1.071 1.459 -0.900 0.296 0.468
B -2.607 0.228 -2.905 -3.011 0.208 -2.884
F -2.862 1.496 -3.385 -0.982 0.824 0.213
F -3.607 -0.670 -3.355 0.733 0.054 0.875
F -1.421 -0.128 -3.514 -2.282 -4.232 -2.855
F -2.490 0.230 -1.527 -3.733 3.780 -6.661

***

No. 3
170
Properties=species:S:1:pos:R:3:forces:R:3 method="wB97M-V/def2-TZVPD" homo_lumo_gap_ev="1.376 / 8.693" s_squared=0.75 multiplicity=2 de_lowest_kj_mol=288.2 homo_energy_ev="0.6 / -6.8" e_tot_ha=-2889.5337 charge=-1 e_lumo_ev="1.97 / 1.91"
C 19.584 -2.781 4.279 -0.004 -0.426 -1.175
C 18.436 -1.784 4.075 -0.328 -2.527 -0.400
C 17.147 -2.458 4.670 0.084 1.108 -0.662
O 16.029 -1.682 4.198 2.315 0.117 -0.497
C 14.751 -1.885 4.648 -0.495 -0.612 0.866
N 18.790 -0.520 4.581 -0.585 1.375 1.168
H 20.524 -2.420 3.863 -0.002 0.392 0.274
H 19.366 -3.646 3.652 -0.096 -0.321 0.151
H 19.756 -3.147 5.291 -0.197 0.306 0.180
H 18.255 -1.661 3.008 0.042 -0.223 -0.172
H 17.295 -2.440 5.749 -0.554 0.172 0.418
H 17.021 -3.498 4.370 0.156 -0.127 -0.223
H 14.291 -2.807 4.292 -0.137 -0.150 -0.518
H 14.201 -1.010 4.302 -0.428 -0.201 0.303
H 14.749 -2.011 5.730 -0.284 0.487 0.366
H 17.970 0.067 4.532 -0.093 0.534 -0.729
H 18.749 -0.584 5.589 0.781 -0.189 0.695
C 4.011 -0.441 4.317 -0.327 1.502 -0.470
C 3.343 -0.989 3.056 0.781 0.315 0.282
C 3.857 -0.375 1.731 1.396 -0.041 2.178
O 3.728 1.019 1.837 -0.838 1.069 -2.224
C 3.807 1.695 0.531 -0.287 0.083 1.554
N 3.663 -2.378 3.026 -0.318 -2.160 -0.588
H 5.101 -0.450 4.310 0.181 0.367 -0.751
H 3.849 -0.993 5.243 -0.986 -0.109 -0.104
H 3.599 0.568 4.326 0.628 0.384 0.979
H 2.284 -0.731 3.088 -0.269 -0.603 0.175
H 3.448 -0.912 0.875 -0.379 0.422 -0.160
H 4.935 -0.528 1.779 0.337 -0.586 -0.577
H 4.750 1.533 0.009 0.034 -0.349 0.083
H 3.731 2.763 0.738 0.115 -0.028 0.154
H 2.943 1.453 -0.088 0.035 -0.395 -0.119
H 3.176 -2.908 3.736 -0.644 0.068 0.021
H 4.606 -2.477 3.375 0.451 0.023 -0.350
C 9.574 -3.086 -2.708 -0.428 1.705 0.407
C 8.963 -4.169 -1.858 -0.177 -1.707 -1.679
C 7.442 -4.177 -1.783 -0.992 2.078 0.533
O 6.760 -4.139 -3.038 0.361 -0.064 -0.280
C 5.474 -3.502 -3.041 1.448 0.331 -0.205
N 9.328 -5.402 -2.519 0.418 -2.025 -0.444
H 10.633 -2.980 -2.471 -0.002 0.144 0.107
H 9.045 -2.152 -2.515 0.375 0.453 0.126
H 9.508 -3.218 -3.787 -0.308 -0.486 0.086
H 9.407 -4.220 -0.864 -0.408 0.487 0.262
H 7.246 -3.220 -1.298 -0.464 0.182 0.455
H 6.945 -4.955 -1.203 0.689 -0.322 0.376
H 5.558 -2.431 -2.859 0.302 0.267 0.152
H 4.797 -3.857 -2.263 -0.195 -0.584 -0.304
H 5.181 -3.591 -4.087 -0.697 -0.333 0.325
H 8.554 -5.720 -3.085 -0.198 -0.138 0.002
H 10.057 -5.257 -3.203 0.282 0.020 0.167
C 11.230 -5.480 5.224 3.063 0.231 -1.288
C 10.315 -6.375 4.494 -1.863 -1.500 2.207
C 10.484 -7.904 4.930 0.715 2.457 -0.351
O 10.282 -7.943 6.354 0.624 -0.665 -1.126
C 10.928 -9.087 6.832 -0.417 -1.414 1.265
N 9.015 -5.941 4.974 -1.586 -0.532 -0.563
H 11.154 -4.442 4.899 -0.310 0.038 0.063
H 12.132 -5.859 4.744 1.223 0.623 0.550
H 11.388 -5.520 6.302 -0.671 -0.425 -0.086
H 10.416 -6.242 3.417 -0.075 -0.175 0.005
H 11.509 -8.186 4.691 0.174 -0.278 0.066
H 9.812 -8.546 4.360 -0.306 -0.117 0.236
H 10.552 -10.016 6.404 -0.212 -0.028 -0.662
H 10.704 -9.265 7.884 -0.098 0.660 0.226
H 12.013 -9.157 6.753 0.214 0.700 -0.370
H 9.034 -5.994 5.982 0.258 0.335 0.313
H 8.373 -6.695 4.777 -0.723 -0.004 -0.402
C 13.598 -3.037 0.731 0.242 0.568 -0.837
C 15.122 -2.781 0.678 -0.167 0.959 0.269
C 15.528 -1.326 1.130 -1.572 -0.628 -0.919
O 14.898 -0.381 0.244 1.153 -0.308 0.072
C 15.422 0.898 0.482 -0.251 1.225 -0.446
N 15.884 -3.767 1.446 -0.353 0.232 0.833
H 13.056 -2.687 1.610 0.437 -0.079 0.389
H 13.389 -4.094 0.572 0.004 -0.094 0.079
H 13.130 -2.503 -0.096 -0.067 0.032 -0.119
H 15.486 -2.914 -0.341 -0.322 0.312 -0.268
H 16.612 -1.217 1.095 0.095 -0.012 0.129
H 15.112 -1.042 2.096 0.448 -0.614 0.436
H 14.967 1.457 1.300 -0.649 -0.279 0.360
H 15.257 1.505 -0.408 -0.085 -0.072 -0.093
H 16.481 0.993 0.722 0.417 -0.788 -0.241
H 15.335 -4.614 1.406 0.165 -0.580 -0.447
H 15.686 -3.518 2.405 0.456 0.225 0.682
C 6.938 -2.997 2.268 1.095 -0.737 1.623
C 8.502 -2.964 2.431 -1.111 0.576 -0.734
C 9.003 -2.464 3.767 -0.955 3.044 -0.384
O 10.333 -1.844 3.833 0.133 -0.397 -1.200
C 10.711 -0.952 2.700 -0.588 -0.817 1.034
N 8.995 -4.296 2.285 0.675 -1.295 -0.997
H 6.404 -2.047 2.300 0.467 0.083 -0.370
H 6.640 -3.532 3.169 -0.606 -0.229 0.131
H 6.679 -3.625 1.416 0.009 0.309 -0.106
H 8.776 -2.337 1.583 0.809 0.049 0.134
H 8.825 -3.224 4.528 0.860 -0.135 0.033
H 8.291 -1.679 4.019 -0.066 0.535 0.418
H 9.936 -0.213 2.497 -0.156 -0.103 -0.077
H 10.978 -1.500 1.796 -0.398 -0.260 -0.051
H 11.619 -0.403 2.949 -0.052 -0.146 0.622
H 8.737 -4.798 3.122 -0.534 -0.272 0.200
H 9.992 -4.232 2.432 0.550 -0.025 -0.395
C 11.674 3.494 2.055 1.327 0.221 -0.248
C 10.203 3.724 1.820 0.437 1.475 -0.388
C 9.912 5.141 1.173 1.053 -0.791 1.227
O 10.519 6.247 1.961 -1.660 -0.613 -1.471
C 10.115 7.482 1.351 1.193 0.031 -0.084
N 9.477 2.679 1.045 -0.138 1.014 1.395
H 11.991 2.486 2.325 -0.587 -0.322 -0.164
H 12.045 4.103 2.879 -0.260 0.303 0.143
H 12.312 3.790 1.223 -0.101 -0.066 -0.382
H 9.824 3.794 2.840 -0.700 -0.391 -0.116
H 8.834 5.231 1.036 -0.233 0.402 0.534
H 10.285 5.082 0.151 0.579 0.473 -0.147
H 10.416 7.450 0.303 -0.435 -0.025 -0.351
H 10.697 8.319 1.735 0.228 -0.239 0.547
H 9.076 7.792 1.462 -0.291 -0.631 0.013
H 8.572 2.970 1.386 -1.196 -1.067 0.204
H 9.319 2.946 0.084 0.830 0.123 -0.677
C 1.820 -7.384 -0.267 0.549 -0.276 0.437
C 2.883 -7.990 0.755 0.468 2.785 -1.274
C 3.360 -6.912 1.860 1.433 -1.805 -1.814
O 4.646 -7.440 2.274 0.174 0.389 0.773
C 5.315 -6.623 3.300 -2.607 -0.113 -1.049
N 2.417 -9.158 1.415 -1.519 -0.388 1.258
H 2.235 -6.864 -1.130 0.512 -0.094 0.119
H 1.111 -6.663 0.140 0.019 -0.098 0.567
H 1.227 -8.200 -0.681 -0.021 -0.160 -0.014
H 3.714 -8.405 0.185 0.511 1.151 -0.231
H 2.588 -6.884 2.629 0.051 -0.148 0.545
H 3.490 -5.889 1.509 -0.051 0.051 -0.408
H 5.474 -5.639 2.859 0.683 0.029 0.165
H 6.177 -7.100 3.768 -0.099 -0.088 -0.585
H 4.507 -6.498 4.021 0.375 0.236 0.776
H 2.207 -8.799 2.335 -0.176 -0.763 0.699
H 1.498 -9.316 1.028 -0.290 -0.648 0.036
C 16.815 2.890 4.422 0.446 -1.068 0.945
C 15.951 2.285 5.570 -1.158 0.706 -1.908
C 14.462 2.421 5.142 -0.146 -0.458 1.379
O 13.592 1.724 6.105 1.738 2.125 0.438
C 12.336 1.349 5.603 0.773 -0.772 -0.667
N 16.215 0.883 5.685 0.378 -0.988 0.722
H 17.829 2.645 4.737 0.307 0.289 -0.227
H 16.763 3.950 4.173 -0.372 -0.066 0.356
H 16.649 2.294 3.525 -0.181 0.099 -0.189
H 16.206 2.715 6.538 -0.376 0.414 -0.081
H 14.351 1.902 4.191 0.082 0.029 -0.316
H 14.236 3.478 5.004 -0.620 0.084 0.193
H 11.586 1.214 6.382 0.194 0.379 0.117
H 12.584 0.361 5.214 -1.037 -0.281 -0.714
H 12.022 2.046 4.826 -0.401 -0.166 -0.005
H 16.098 0.364 4.826 0.129 0.247 -0.640
H 15.409 0.551 6.195 -0.003 -0.416 0.669
C 5.048 -2.389 8.241 -0.692 1.396 -0.165
C 6.124 -2.241 7.181 0.205 -0.324 0.254
C 7.536 -2.191 7.715 0.223 0.282 0.812
O 7.824 -3.270 8.592 -2.813 -0.179 -0.775
C 9.031 -3.155 9.227 0.221 -0.659 -0.390
N 5.955 -3.329 6.210 0.228 0.033 0.242
H 4.175 -2.096 7.658 -0.712 -0.866 0.027
H 4.993 -1.556 8.942 0.698 -0.161 0.569
H 4.951 -3.358 8.730 0.128 0.129 -0.127
H 5.910 -1.286 6.702 0.332 0.129 -0.207
H 7.607 -1.278 8.306 0.153 0.391 0.005
H 8.308 -2.158 6.947 -0.054 0.071 -0.421
H 9.727 -3.160 8.389 1.164 0.213 0.604
H 9.077 -4.069 9.820 0.633 0.160 0.171
H 9.074 -2.268 9.859 0.321 0.182 0.031
H 6.529 -4.060 6.605 0.314 -0.549 -0.306
H 5.022 -3.668 6.395 -0.347 -0.236 -0.494